C33H47FN6O7Ti | wB97M-V/def2-TZVPD

Atoms and positions in Å:
Ti (12.74320, 11.09449, 16.77803)
C (12.42000, 7.62168, 16.44349)
N (11.62897, 8.82435, 16.22105)
C (10.41311, 8.73158, 17.02608)
C (11.12996, 8.85104, 14.81501)
C (12.12892, 8.70628, 13.66464)
N (11.42776, 8.88571, 12.40409)
C (10.71686, 7.66851, 12.00962)
C (12.33738, 9.26809, 11.29558)
H (11.84124, 6.79799, 16.01372)
H (12.60208, 7.35697, 17.46970)
H (13.35549, 7.62909, 15.99160)
H (9.77012, 7.95278, 16.69531)
H (9.89512, 9.72086, 16.98471)
H (10.67954, 8.52206, 18.04246)
H (10.59039, 9.81499, 14.78018)
H (10.47811, 7.96048, 14.74255)
H (12.49851, 7.68612, 13.66973)
H (13.00980, 9.42619, 13.76091)
H (10.06124, 7.34063, 12.80527)
H (9.94988, 7.94880, 11.27217)
H (11.33268, 6.82419, 11.68038)
H (11.69374, 9.39378, 10.35872)
H (13.15981, 8.57788, 11.09310)
H (12.76833, 10.21831, 11.62234)
N (14.78501, 11.83500, 16.76786)
C (15.07666, 12.87870, 15.73127)
C (14.97213, 12.37685, 14.27668)
C (13.63651, 11.76152, 14.04029)
O (12.96308, 11.98257, 13.09007)
O (13.27842, 10.95252, 15.03136)
H (15.13912, 12.11323, 17.68578)
H (15.34576, 11.00644, 16.51132)
H (16.08097, 13.20707, 15.94770)
H (14.38680, 13.76033, 15.92145)
H (15.74703, 11.62970, 14.08782)
H (14.99149, 13.15339, 13.56646)
C (14.90556, 7.89549, 19.02378)
C (13.93076, 9.03997, 18.82810)
O (13.92450, 9.58159, 17.69704)
C (13.02552, 9.42338, 19.91631)
C (13.20601, 8.82182, 21.21338)
C (12.35139, 9.08910, 22.19883)
C (11.27321, 9.91653, 21.90315)
C (11.08333, 10.55609, 20.71353)
C (11.94034, 10.27100, 19.63987)
O (11.72989, 10.72598, 18.38462)
H (14.54415, 7.21783, 19.78526)
H (15.88670, 8.26023, 19.19848)
H (14.98996, 7.28206, 18.11731)
H (14.07172, 8.21854, 21.35865)
H (12.43300, 8.78494, 23.19211)
H (10.46334, 10.04521, 22.64299)
H (10.26568, 11.23423, 20.54989)
C (8.61754, 17.52848, 15.27664)
C (7.99378, 16.42299, 16.13344)
N (8.69495, 15.11388, 16.03160)
C (9.70943, 14.83570, 16.89116)
C (10.52709, 13.75952, 16.88473)
C (11.56737, 13.42978, 17.91009)
O (11.57419, 13.68662, 19.08148)
O (12.60413, 12.87823, 17.26574)
C (10.31491, 12.80440, 15.88854)
O (10.87065, 11.66046, 15.86196)
C (9.35536, 13.13670, 14.82474)
C (9.23475, 12.27633, 13.70519)
C (8.35467, 12.62623, 12.71279)
F (8.23479, 11.82313, 11.63360)
C (7.65412, 13.84045, 12.70174)
C (7.79420, 14.63736, 13.79338)
C (8.59984, 14.27561, 14.91605)
N (6.96718, 14.35828, 11.55753)
C (5.86132, 13.54230, 11.14219)
C (5.07918, 14.43384, 10.16172)
N (5.89359, 15.54613, 9.67086)
C (7.18167, 15.05495, 9.19686)
C (7.96547, 14.54142, 10.43322)
H (8.00440, 18.41713, 15.23582)
H (8.56798, 17.12891, 14.25118)
H (9.62627, 17.74770, 15.50466)
H (6.91116, 16.27776, 15.92887)
H (8.08784, 16.67827, 17.21939)
H (9.78965, 15.47598, 17.75768)
H (9.79756, 11.37143, 13.73444)
H (7.30698, 15.55622, 13.88902)
H (5.26456, 13.37185, 12.03296)
H (6.13822, 12.55518, 10.67981)
H (4.22866, 14.84403, 10.69288)
H (4.76340, 13.85588, 9.31687)
H (6.04014, 16.18288, 10.44656)
H (5.34675, 16.11519, 8.96327)
H (7.74266, 15.85045, 8.70774)
H (6.94021, 14.35960, 8.39267)
H (8.68461, 15.33479, 10.66559)
H (8.46894, 13.59921, 10.17818)

## Properties
Charge: +2
HOMO-LUMO gap (eV): 7.0
HOMO level (eV): -12.017
Electronic energy (eV): -84079.7633
Spin multiplicity: 1

Results of the Mulliken charge analysis, in e, for atoms 1 through 5: number 1, Ti, carries -0.22; number 2, C, carries -1.55; number 3, N, carries 0.75; number 4, C, carries -1.26; number 5, C, carries -0.72